Record 1
{"formula": "C24H26ErN8O6", "method": "ωB97M-V with the def2-TZVPD basis set", "total_energy_ev": -77128.87906, "max_force_ev_per_a": 2.199, "e_lumo_ev": [-3.77, -3.75], "e_above_lowest_kj_mol": 718.0, "total_charge": 1, "spin_multiplicity": 4, "s_squared": 3.753, "homo_lumo_gap_ev": [5.571, 5.585], "species": ["Er", "O", "C", "O", "C", "O", "O", "O", "C", "O", "C", "C", "C", "C", "C", "C", "N", "C", "C", "C", "C", "C", "C", "N", "H", "H", "H", "H", "H", "H", "H", "H", "H", "H", "N", "C", "C", "N", "C", "H", "H", "H", "H", "C", "N", "C", "N", "C", "N", "C", "N", "C", "C", "H", "H", "H", "H", "H", "H", "H", "H", "H", "H", "H", "H"], "positions_angstrom": [[-0.16, 0.58, 0.19], [1.57, -1.83, 3.13], [0.92, -1.51, 1.69], [0.13, -0.38, 2.05], [2.10, -0.99, 0.95], [3.20, -1.47, 1.11], [1.82, -0.01, 0.07], [1.24, -1.53, 7.43], [1.58, -1.64, 6.13], [2.16, -2.61, 5.73], [1.25, -0.48, 5.23], [0.73, 0.79, 5.71], [0.26, 1.75, 4.84], [0.37, 1.57, 3.45], [1.08, 0.42, 2.97], [1.43, -0.60, 3.91], [-0.15, 2.22, 2.37], [-0.76, 3.36, 2.37], [-1.44, 3.79, 1.17], [-2.02, 5.06, 1.15], [-2.74, 5.46, 0.05], [-2.88, 4.58, -1.01], [-2.26, 3.35, -0.92], [-1.53, 2.94, 0.13], [0.77, -0.71, 7.60], [0.67, 0.99, 6.77], [-0.22, 2.63, 5.25], [1.91, 0.69, 2.30], [2.51, -2.00, 2.87], [-0.82, 3.97, 3.27], [-1.90, 5.71, 2.01], [-3.20, 6.45, 0.02], [-3.46, 4.82, -1.89], [-2.37, 2.65, -1.73], [-0.74, 1.98, -4.22], [0.47, 2.48, -3.80], [0.63, 2.02, -2.54], [-0.47, 1.25, -2.17], [-1.27, 1.25, -3.22], [-1.17, 2.12, -5.12], [1.10, 3.09, -4.43], [1.47, 2.18, -1.88], [-2.23, 0.77, -3.29], [0.30, -3.11, -0.86], [-0.03, -1.81, -1.54], [-1.28, -2.05, -2.31], [-1.18, -3.13, -3.27], [-0.83, -4.36, -2.54], [0.43, -4.21, -1.81], [1.49, -3.89, -2.76], [1.20, -2.65, -3.49], [1.06, -1.56, -2.53], [-0.08, -2.82, -4.19], [-0.48, -3.32, -0.14], [1.24, -2.99, -0.33], [-1.53, -1.14, -2.85], [-2.08, -2.28, -1.59], [-0.74, -5.18, -3.25], [-1.63, -4.60, -1.84], [1.60, -4.71, -3.47], [2.43, -3.77, -2.22], [0.83, -0.65, -3.08], [1.99, -1.42, -1.99], [0.02, -3.64, -4.91], [-0.32, -1.90, -4.73]]}

***

Record 2
{"formula": "C24H26F19N6O12S6V", "method": "ωB97M-V with the def2-TZVPD basis set", "total_energy_ev": -201145.42983, "max_force_ev_per_a": 5.870, "e_lumo_ev": [-2.55, -1.49], "e_above_lowest_kj_mol": 23.3, "spin_multiplicity": 3, "s_squared": 2.011, "homo_lumo_gap_ev": [7.342, 8.405], "species": ["V", "C", "F", "F", "F", "S", "O", "O", "N", "S", "O", "O", "C", "F", "F", "F", "C", "F", "F", "F", "S", "O", "O", "N", "S", "O", "O", "C", "F", "F", "F", "C", "F", "F", "F", "S", "O", "O", "N", "S", "O", "O", "C", "F", "F", "F", "C", "C", "C", "C", "N", "H", "H", "H", "H", "H", "H", "H", "C", "C", "C", "C", "N", "H", "H", "H", "H", "H", "H", "H", "C", "C", "C", "C", "N", "H", "H", "H", "H", "H", "H", "H", "F", "C", "C", "C", "C", "C", "C", "H", "H", "H", "H", "H"], "positions_angstrom": [[-0.19, 0.22, 1.36], [2.97, 2.78, 3.23], [2.17, 3.61, 3.89], [4.23, 3.32, 3.13], [3.01, 1.64, 3.93], [2.24, 2.50, 1.48], [1.08, 3.34, 1.43], [3.34, 2.94, 0.58], [1.79, 0.76, 1.37], [3.25, 0.07, 1.08], [4.39, 0.65, 1.85], [3.14, -1.38, 1.26], [3.59, 0.38, -0.89], [2.71, 1.25, -1.33], [4.81, 0.78, -1.08], [3.30, -0.80, -1.53], [-3.33, -2.40, 2.78], [-2.26, -2.23, 3.57], [-3.82, -3.63, 3.05], [-4.31, -1.49, 2.98], [-2.70, -2.29, 0.92], [-1.52, -3.15, 0.86], [-3.80, -2.70, 0.06], [-2.08, -0.53, 0.87], [-3.36, 0.19, 0.15], [-4.73, -0.22, 0.53], [-3.21, 1.62, 0.17], [-3.17, -0.32, -1.75], [-2.91, 0.78, -2.53], [-2.24, -1.27, -1.95], [-4.31, -0.90, -2.18], [0.46, 1.67, 5.92], [1.71, 1.49, 6.24], [-0.25, 1.65, 7.01], [0.25, 2.84, 5.30], [-0.04, 0.16, 4.74], [1.26, -0.54, 4.54], [-1.02, -0.71, 5.36], [-0.66, 0.89, 3.20], [-2.05, 1.51, 3.73], [-3.17, 0.95, 3.05], [-2.27, 1.67, 5.13], [-2.06, 3.36, 3.02], [-3.28, 3.80, 3.19], [-1.18, 4.10, 3.73], [-1.85, 3.35, 1.71], [-3.00, 4.56, -1.87], [-1.46, 4.80, -1.84], [-0.62, 3.59, -2.30], [-0.48, 2.55, -1.20], [-0.39, 1.75, -0.36], [-3.30, 3.70, -1.28], [-3.36, 4.38, -2.89], [-3.56, 5.37, -1.42], [-1.10, 5.09, -0.86], [-1.20, 5.64, -2.49], [0.39, 3.96, -2.50], [-1.06, 3.15, -3.19], [1.87, -5.07, 1.01], [2.45, -4.70, 2.47], [1.42, -3.91, 3.25], [0.93, -2.69, 2.66], [0.54, -1.74, 2.11], [2.61, -5.50, 0.33], [1.44, -4.20, 0.52], [1.09, -5.82, 1.12], [3.32, -4.04, 2.40], [2.68, -5.66, 2.93], [1.66, -3.80, 4.31], [0.43, -4.37, 3.20], [1.76, -5.18, -3.35], [1.86, -3.85, -2.52], [0.50, -3.12, -2.32], [0.47, -1.93, -1.39], [0.38, -1.02, -0.66], [2.75, -5.60, -3.56], [1.31, -5.00, -4.33], [1.12, -5.94, -2.91], [2.52, -3.16, -3.04], [2.38, -4.07, -1.58], [-0.22, -3.80, -1.86], [0.07, -2.84, -3.28], [-0.07, -0.02, -3.35], [-0.02, 0.75, -4.44], [1.07, 1.60, -4.64], [1.08, 2.44, -5.80], [0.05, 2.32, -6.72], [-1.06, 1.52, -6.45], [-1.12, 0.75, -5.31], [1.92, 1.57, -3.98], [1.87, 3.17, -5.94], [-0.02, 2.96, -7.59], [-1.83, 1.56, -7.20], [-1.96, 0.13, -5.05]]}

***

Record 3
{"formula": "C24H26F4N5RuSe", "method": "ωB97M-V with the def2-TZVPD basis set", "total_energy_ev": -111537.52540, "max_force_ev_per_a": 3.775, "e_lumo_ev": [-8.86, -8.65], "e_above_lowest_kj_mol": 423.4, "total_charge": 2, "spin_multiplicity": 2, "s_squared": 1.045, "homo_lumo_gap_ev": [5.194, 5.257], "species": ["Ru", "C", "C", "C", "C", "C", "C", "C", "C", "C", "H", "H", "H", "H", "H", "H", "H", "H", "H", "H", "H", "H", "C", "N", "C", "C", "C", "N", "C", "C", "F", "C", "F", "C", "C", "F", "C", "F", "H", "H", "H", "H", "H", "H", "H", "H", "H", "H", "H", "Se", "N", "C", "C", "C", "C", "N", "C", "N", "H", "H", "H"], "positions_angstrom": [[-0.26, -0.57, 0.48], [-1.74, 2.02, 3.27], [-0.78, 0.96, 2.84], [0.45, 1.30, 2.23], [1.48, 0.34, 2.06], [2.85, 0.75, 1.62], [1.22, -0.99, 2.48], [-0.03, -1.37, 3.02], [-0.26, -2.75, 3.55], [-1.02, -0.38, 3.16], [-2.76, 1.65, 3.30], [-1.68, 2.90, 2.63], [-1.47, 2.34, 4.28], [0.68, 2.34, 2.06], [3.15, 0.25, 0.70], [3.58, 0.48, 2.38], [2.91, 1.83, 1.45], [2.04, -1.70, 2.48], [-0.76, -3.37, 2.81], [-0.90, -2.71, 4.42], [0.68, -3.23, 3.81], [-1.95, -0.64, 3.65], [-2.48, 0.23, -3.09], [-1.13, 0.51, -2.71], [-0.17, 2.41, -1.58], [-0.16, -0.44, -3.24], [1.18, -0.59, -2.51], [1.01, -1.22, -1.23], [1.82, -2.22, -0.84], [1.31, -3.20, 0.05], [0.00, -3.04, 0.42], [2.06, -4.27, 0.50], [1.50, -5.15, 1.32], [3.39, -4.40, 0.11], [3.95, -3.44, -0.72], [5.22, -3.52, -1.05], [3.19, -2.38, -1.21], [3.77, -1.46, -1.97], [-3.12, 1.08, -2.85], [-2.88, -0.67, -2.58], [-2.52, 0.05, -4.16], [-0.07, 4.24, -2.67], [0.83, 2.19, -1.95], [-0.08, 2.80, -0.56], [0.05, -0.14, -4.27], [-0.64, -1.43, -3.27], [1.69, 0.37, -2.40], [1.80, -1.21, -3.17], [3.97, -5.24, 0.45], [-3.89, 0.38, 0.91], [-3.88, 2.05, 0.42], [-2.90, 2.34, -0.41], [-2.91, 3.62, -1.06], [-2.05, 4.09, -1.98], [-0.81, 3.46, -2.49], [-0.93, 1.16, -1.50], [-2.05, 1.21, -0.66], [-2.42, 0.08, -0.06], [-3.78, 4.21, -0.79], [-2.28, 5.05, -2.43], [-1.02, 3.03, -3.47]]}

***

Record 4
{"formula": "C24H26N10O2SV", "method": "ωB97M-V with the def2-TZVPD basis set", "total_energy_ev": -80826.30836, "max_force_ev_per_a": 1.930, "e_lumo_ev": [-0.16, -0.39], "e_above_lowest_kj_mol": 35.7, "spin_multiplicity": 2, "s_squared": 0.811, "homo_lumo_gap_ev": [6.461, 6.292], "species": ["V", "C", "C", "C", "C", "C", "C", "N", "C", "C", "C", "C", "C", "C", "N", "N", "C", "C", "C", "C", "C", "N", "H", "H", "H", "H", "H", "H", "H", "H", "H", "H", "H", "H", "H", "C", "C", "N", "N", "C", "S", "N", "N", "H", "H", "H", "H", "H", "H", "C", "C", "N", "O", "C", "C", "N", "O", "H", "H", "H", "H", "H", "H", "H"], "positions_angstrom": [[0.98, -0.13, -0.22], [-1.81, -2.90, 3.68], [-0.45, -2.64, 3.82], [0.14, -1.61, 3.10], [-0.62, -0.83, 2.23], [-1.98, -1.10, 2.09], [-2.57, -2.12, 2.82], [0.00, 0.16, 1.44], [-0.02, 1.48, 1.87], [-0.80, 2.00, 2.90], [-0.75, 3.36, 3.16], [0.07, 4.21, 2.42], [0.89, 3.69, 1.42], [0.86, 2.32, 1.17], [1.62, 1.61, 0.24], [2.64, 2.25, -0.35], [3.28, 1.36, -1.09], [4.52, 1.66, -1.73], [5.17, 0.70, -2.42], [4.61, -0.61, -2.50], [3.43, -0.85, -1.87], [2.75, 0.10, -1.16], [-2.27, -3.70, 4.25], [0.15, -3.24, 4.49], [1.21, -1.41, 3.18], [-2.56, -0.49, 1.41], [-3.63, -2.32, 2.71], [-1.45, 1.35, 3.48], [-1.36, 3.77, 3.96], [0.09, 5.27, 2.62], [1.55, 4.32, 0.85], [4.91, 2.67, -1.62], [6.11, 0.91, -2.91], [5.10, -1.40, -3.04], [2.97, -1.83, -1.88], [-3.85, 3.39, -2.16], [-2.88, 2.46, -2.77], [-3.02, 1.82, -3.89], [-1.85, 1.13, -4.02], [-1.00, 1.30, -3.00], [0.52, 0.61, -2.78], [-1.66, 2.17, -2.20], [-1.16, 2.81, -1.08], [-4.75, 3.42, -2.78], [-3.42, 4.39, -2.09], [-4.12, 3.08, -1.15], [-1.69, 0.54, -4.82], [-0.14, 2.69, -1.09], [-1.51, 2.36, -0.24], [-1.53, -3.66, -0.83], [-0.46, -2.64, -0.57], [-0.61, -1.40, -0.87], [-1.83, -0.94, -1.35], [0.79, -3.02, 0.06], [1.13, -4.43, 0.42], [1.63, -2.03, 0.34], [2.72, -2.24, 0.93], [-2.36, -3.50, -0.14], [-1.15, -4.66, -0.66], [-1.89, -3.60, -1.86], [-2.41, -1.71, -1.47], [1.03, -5.11, -0.43], [0.50, -4.81, 1.24], [2.16, -4.45, 0.76]]}

***

Record 5
{"formula": "C24H26N2O4SW", "method": "ωB97M-V with the def2-TZVPD basis set", "total_energy_ev": -49129.74187, "max_force_ev_per_a": 0.218, "e_lumo_ev": [-7.19, -7.19], "e_above_lowest_kj_mol": 20.4, "total_charge": 2, "homo_lumo_gap_ev": [6.808, 6.808], "species": ["W", "C", "C", "C", "C", "C", "C", "C", "C", "C", "C", "C", "C", "H", "H", "H", "H", "H", "H", "H", "H", "H", "H", "H", "H", "H", "H", "H", "H", "H", "H", "O", "C", "O", "C", "C", "C", "C", "C", "N", "C", "O", "O", "H", "H", "H", "H", "S", "C", "C", "C", "C", "C", "N", "H", "H", "H", "H"], "positions_angstrom": [[-0.09, 0.32, -0.20], [-2.49, 0.33, 2.62], [-1.19, 0.80, 2.03], [-1.16, 1.98, 1.29], [-2.40, 2.77, 0.99], [0.13, 2.52, 0.92], [0.20, 3.87, 0.26], [1.33, 1.86, 1.26], [2.65, 2.54, 1.07], [1.27, 0.54, 1.76], [2.57, -0.20, 1.99], [0.01, 0.01, 2.16], [-0.06, -1.29, 2.92], [-2.95, 1.15, 3.17], [-2.35, -0.50, 3.31], [-3.19, 0.02, 1.85], [-2.45, 3.01, -0.07], [-2.39, 3.71, 1.54], [-3.30, 2.23, 1.25], [0.44, 4.61, 1.03], [-0.73, 4.15, -0.21], [0.99, 3.90, -0.49], [3.12, 2.26, 0.13], [3.33, 2.26, 1.87], [2.54, 3.62, 1.08], [2.97, 0.07, 2.97], [3.30, 0.09, 1.24], [2.45, -1.27, 1.96], [-0.91, -1.90, 2.61], [-0.18, -1.06, 3.98], [0.84, -1.88, 2.82], [-2.55, -3.17, -0.44], [-1.90, -2.05, -0.65], [-1.53, -1.30, 0.27], [-1.67, -1.62, -2.01], [-2.17, -2.17, -3.18], [-2.04, -1.42, -4.35], [-1.52, -0.14, -4.29], [-1.05, 0.34, -3.07], [-1.06, -0.42, -1.98], [-0.67, 1.75, -2.75], [-0.58, 2.63, -3.56], [-0.57, 1.90, -1.44], [-2.74, -3.31, 0.50], [-2.66, -3.13, -3.16], [-2.40, -1.82, -5.29], [-1.48, 0.52, -5.15], [1.87, 0.54, -1.64], [2.10, -1.12, -1.19], [3.12, -1.99, -1.55], [3.08, -3.28, -1.06], [2.03, -3.67, -0.22], [1.04, -2.76, 0.09], [1.08, -1.50, -0.39], [3.91, -1.65, -2.20], [3.86, -3.98, -1.31], [1.98, -4.67, 0.18], [0.22, -3.02, 0.74]]}

***

Record 6
{"formula": "C24H26N4S2SiTm", "method": "ωB97M-V with the def2-TZVPD basis set", "total_energy_ev": -90341.02586, "max_force_ev_per_a": 3.316, "e_lumo_ev": [-3.17, -3.17], "total_charge": 1, "spin_multiplicity": 3, "s_squared": 2.002, "homo_lumo_gap_ev": [6.584, 6.603], "species": ["C", "C", "C", "H", "C", "C", "H", "H", "H", "H", "Tm", "C", "H", "H", "H", "Si", "C", "C", "H", "C", "H", "C", "H", "C", "H", "C", "H", "C", "C", "H", "C", "H", "C", "H", "C", "H", "C", "H", "H", "H", "N", "C", "N", "C", "C", "S", "C", "C", "S", "C", "N", "N", "H", "H", "H", "H", "H", "H"], "positions_angstrom": [[0.70, 2.25, 2.27], [-0.38, 2.51, 1.36], [-1.61, 2.20, 2.04], [-0.30, 2.98, 0.39], [-1.29, 1.84, 3.38], [0.13, 1.86, 3.52], [0.68, 1.74, 4.45], [1.74, 2.44, 2.04], [-2.60, 2.39, 1.62], [-2.02, 1.70, 4.18], [-0.35, 0.05, 1.96], [-0.44, -1.56, -0.65], [-1.46, -1.77, -0.33], [0.34, -1.95, 0.00], [-0.36, -2.05, -1.62], [-0.02, 0.38, -1.41], [1.73, -0.06, -2.05], [2.58, 1.06, -2.22], [2.20, 2.07, -2.05], [3.91, 0.88, -2.62], [4.54, 1.76, -2.80], [4.42, -0.42, -2.82], [5.46, -0.55, -3.11], [3.57, -1.52, -2.69], [3.98, -2.54, -2.86], [2.22, -1.34, -2.37], [1.53, -2.19, -2.40], [-1.33, 1.02, -2.54], [-0.78, 1.83, -3.55], [0.22, 1.63, -3.92], [-1.49, 2.97, -3.98], [-1.04, 3.61, -4.73], [-2.75, 3.24, -3.46], [-3.28, 4.15, -3.77], [-3.33, 2.35, -2.55], [-4.36, 2.53, -2.22], [-2.62, 1.27, -2.04], [-3.02, 0.66, -1.22], [-0.83, 0.51, -0.01], [0.37, 1.78, -1.23], [-3.68, -0.67, 1.66], [-2.94, -1.73, 2.05], [-1.66, -1.64, 2.42], [-1.00, -2.88, 2.58], [-1.89, -3.94, 2.40], [-3.48, -3.39, 1.93], [0.44, -2.87, 2.64], [1.31, -3.93, 2.59], [2.96, -3.40, 2.39], [2.40, -1.75, 2.34], [1.08, -1.61, 2.50], [3.21, -0.72, 2.09], [-4.63, -0.86, 1.40], [-3.30, 0.29, 1.69], [-1.57, -4.97, 2.48], [1.00, -4.98, 2.67], [4.21, -0.92, 2.05], [2.90, 0.25, 2.15]]}

***

Record 7
{"formula": "C24H26N5SW", "method": "ωB97M-V with the def2-TZVPD basis set", "total_energy_ev": -45394.27483, "max_force_ev_per_a": 1.032, "e_lumo_ev": [-11.43, -11.43], "e_above_lowest_kj_mol": 56.4, "total_charge": 3, "homo_lumo_gap_ev": [5.939, 5.941], "species": ["W", "C", "C", "N", "N", "C", "N", "S", "C", "C", "C", "C", "C", "N", "H", "H", "H", "H", "H", "H", "H", "H", "H", "H", "C", "C", "C", "C", "C", "C", "C", "C", "C", "H", "H", "H", "H", "H", "H", "H", "H", "H", "H", "H", "H", "N", "C", "C", "C", "C", "C", "C", "C", "H", "H", "H", "H"], "positions_angstrom": [[-0.39, -0.80, -0.30], [3.44, 0.90, -2.04], [2.05, 0.52, -1.69], [1.73, -0.38, -0.82], [2.76, -1.00, -0.14], [2.53, -2.26, 0.23], [3.46, -2.99, 0.80], [0.95, -2.88, -0.11], [0.89, 1.18, -2.31], [1.01, 2.20, -3.22], [-0.13, 2.75, -3.80], [-1.35, 2.21, -3.45], [-1.40, 1.18, -2.52], [-0.32, 0.67, -1.92], [4.14, 0.08, -1.90], [3.76, 1.76, -1.44], [3.50, 1.20, -3.09], [3.56, -0.46, 0.16], [4.42, -2.68, 0.90], [3.26, -3.93, 1.10], [1.99, 2.56, -3.49], [-0.06, 3.56, -4.51], [-2.27, 2.58, -3.89], [-2.36, 0.76, -2.27], [-3.10, -1.64, -2.26], [-2.54, -1.48, -0.87], [-2.74, -0.31, -0.09], [-2.33, -0.21, 1.24], [-2.62, 1.01, 2.05], [-1.72, -1.34, 1.86], [-1.66, -2.56, 1.21], [-1.34, -3.82, 1.93], [-1.88, -2.55, -0.21], [-3.77, -0.82, -2.52], [-3.69, -2.56, -2.30], [-2.32, -1.73, -3.02], [-3.25, 0.55, -0.52], [-3.57, 0.84, 2.57], [-2.74, 1.90, 1.44], [-1.86, 1.18, 2.82], [-1.44, -1.26, 2.90], [-0.88, -4.58, 1.29], [-2.31, -4.23, 2.26], [-0.74, -3.66, 2.82], [-1.72, -3.47, -0.75], [2.60, 4.28, 4.35], [2.09, 3.51, 3.67], [1.45, 2.55, 2.81], [1.58, 1.18, 3.08], [0.97, 0.27, 2.24], [0.24, 0.67, 1.11], [0.10, 2.05, 0.89], [0.71, 2.98, 1.71], [2.13, 0.86, 3.95], [1.07, -0.79, 2.47], [-0.49, 2.41, 0.06], [0.61, 4.04, 1.52]]}

***

Question: What is the formula in the second record?
Answer: C24H26F19N6O12S6V